C10H27AlClI2NOP2 as an isolated structure at a distorted geometry. Source: the OMol25 dataset; level of theory: ωB97M-V with the def2-TZVPD basis set.

Last column: Mulliken charge in e.
Cartesian coordinates (Å):
I -1.084764 -1.348451 -3.652193  0.116
I -1.512410 -1.988081 1.322206  0.246
Al -0.472910 -0.607427 -0.841488  0.995
P 1.205190 -2.379908 -0.936774  0.568
C 1.938638 -2.778224 0.679999  -1.123
C 0.762118 -4.015254 -1.604672  -1.074
H 1.669865 -4.533665 -1.945094  0.414
H 3.457213 -2.666236 -1.776100  0.517
H 0.075136 -3.866695 -2.447393  0.308
H 2.395291 -1.785312 -2.945728  0.358
H 1.244399 -3.403640 1.249074  0.417
H 0.265477 -4.598643 -0.820764  0.364
C 2.680155 -1.899652 -1.894825  -1.338
H 2.887827 -3.305849 0.523419  0.450
H 3.035632 -0.931873 -1.522885  0.329
H 2.124619 -1.857848 1.244507  0.171
P -2.609602 0.543585 -0.943370  0.676
C -3.177600 1.162633 0.677528  -1.160
C -2.498273 2.084533 -1.912469  -1.255
H -3.790341 -0.934022 -2.440443  0.313
H -4.820191 0.451435 -1.931763  0.419
H -4.525961 -0.922073 -0.804453  0.360
C -4.092211 -0.299930 -1.595873  -1.087
H -2.321248 1.825509 -2.961453  0.347
H -3.430614 2.651657 -1.794786  0.523
H -3.919312 1.957591 0.516161  0.449
H -2.328598 1.565113 1.244264  0.220
H -1.645095 2.669918 -1.549525  0.266
H -3.619306 0.338278 1.249198  0.404
Cl 0.730355 0.835291 -2.107854  -0.305
C 2.146748 2.762796 2.803794  -0.829
N 1.570207 2.127100 1.624252  0.145
C 1.805783 2.729702 0.320470  -0.699
C 0.816084 1.023889 1.717319  0.327
C 0.594384 0.458208 3.079481  -1.119
O 0.334273 0.526014 0.644496  -0.211
H 2.713178 3.641974 2.480666  0.308
H 2.818670 2.070972 3.335866  0.318
H 1.360231 3.075955 3.508902  0.328
H 2.271412 2.013819 -0.365084  0.180
H 0.866202 3.063420 -0.136584  0.209
H 2.464917 3.586799 0.474723  0.343
H -0.061033 -0.415373 2.998287  -0.061
H 1.559413 0.155535 3.517225  0.428
H 0.116051 1.216432 3.719736  0.445

Force components x, y, z for each atom (eV/Å):
0.25 0.24 0.04
-0.70 -0.71 0.27
1.54 1.71 0.23
1.00 -0.58 -0.08
-0.18 0.23 0.20
-0.37 0.21 -0.05
-0.30 0.15 0.15
-0.27 0.16 -0.06
0.24 -0.29 0.18
0.20 -0.01 0.13
0.24 -0.01 0.04
0.07 0.00 -0.24
-0.35 0.42 -0.06
-0.28 0.05 0.09
0.04 -0.23 -0.15
0.04 -0.18 -0.07
-0.90 0.83 0.04
0.35 -0.13 0.18
0.47 -0.26 -0.04
-0.33 0.20 0.22
0.21 -0.22 0.14
0.01 0.09 -0.24
0.39 -0.31 -0.05
-0.07 0.20 0.12
0.22 -0.20 -0.08
0.15 -0.31 0.13
-0.22 0.02 -0.12
-0.23 -0.05 -0.14
-0.07 0.23 -0.02
-0.77 -0.82 -0.70
0.11 0.06 0.64
-0.83 -1.12 0.02
0.15 0.25 -0.36
0.78 1.14 -0.60
-0.28 -0.33 0.01
-0.47 -0.54 0.20
-0.18 -0.31 0.21
-0.14 0.30 -0.23
0.29 0.00 -0.29
-0.03 0.21 0.25
0.20 -0.05 0.15
-0.17 -0.19 -0.23
0.33 0.33 0.24
-0.40 0.15 0.01
0.27 -0.32 -0.08

Summary:
Charge = +2
Strongest force on any atom = 2.32 eV Å⁻¹
Energy above the lowest of the compared OMol25 structures with the same formula, charge and spin = 0.0 kcal per mole
Highest occupied orbital energy (alpha / beta) = -15.883 / -15.830 eV
HOMO-LUMO gap (alpha / beta) = 0.2447 / 0.1943 Ha

---

C10H27AsAuN2SbSe4 as an isolated structure at a distorted geometry. Source: the OMol25 dataset; level of theory: ωB97M-V with the def2-TZVPD basis set.

Last column: Mulliken charge in e.
Cartesian coordinates (Å):
Au 0.726200 0.205200 -0.324700  1.001
N 0.105700 0.011800 2.060000  -0.475
C 0.023700 -1.306500 2.689800  -0.600
C -1.371500 -1.928700 2.628000  -0.697
C -1.700300 -2.686900 1.342200  -0.798
C -1.965900 -1.808100 0.115800  -0.022
N -0.787500 -1.642200 -0.732000  -0.488
H 0.983200 0.440300 2.338900  0.323
H -0.648500 0.610100 2.392200  0.153
H 0.327000 -1.242400 3.743800  0.436
H 0.750600 -1.949300 2.180500  0.126
H -2.129000 -1.156900 2.792700  0.332
H -1.441800 -2.643500 3.450100  0.361
H -2.587700 -3.297500 1.529700  0.318
H -0.880700 -3.371700 1.116400  0.377
H -2.284800 -0.805800 0.431700  -0.193
H -2.789200 -2.247300 -0.461100  0.442
H -1.061900 -1.497800 -1.697900  0.210
H -0.202400 -2.471700 -0.699200  0.303
Se 3.341000 -1.016600 -3.904300  -0.587
Sb 3.918600 -0.304500 -1.616100  0.671
Se 2.555500 -1.587900 0.084500  -0.394
Se 2.741500 1.886100 -1.192500  -0.279
Se 6.287500 -0.140200 -0.973000  -0.551
C 0.429400 4.421700 -0.615700  -1.269
C -0.268600 3.574500 -1.670700  -0.810
As -0.968600 1.902500 -0.942900  0.143
C -2.212900 2.526900 0.470300  -0.519
C -3.063400 3.731500 0.083400  -1.216
C -2.143800 1.265800 -2.399500  -0.396
C -2.671800 2.328400 -3.359100  -1.305
H 0.903000 5.287100 -1.076800  0.361
H 1.209400 3.842300 -0.116500  0.261
H -0.263100 4.771600 0.149900  0.295
H 0.444100 3.303400 -2.457000  0.535
H -1.081300 4.131100 -2.146800  0.509
H -1.591600 2.762900 1.343500  0.409
H -2.858700 1.684800 0.747800  0.353
H -2.436100 4.569400 -0.217700  0.291
H -3.678800 4.062200 0.919800  0.390
H -3.730200 3.478400 -0.739700  0.243
H -2.978300 0.729500 -1.930600  0.378
H -1.555600 0.538000 -2.971400  0.382
H -3.218400 3.104500 -2.825500  0.253
H -3.356600 1.882200 -4.079300  0.412
H -1.858200 2.788000 -3.920900  0.329

Force components x, y, z for each atom (eV/Å):
1.18 0.09 -0.67
-0.16 0.19 0.15
-0.01 -0.31 0.35
0.32 -0.14 -0.19
-0.12 0.33 0.04
-0.45 0.02 0.14
0.40 0.29 -0.04
-0.06 0.12 -0.04
0.18 -0.06 0.00
-0.01 -0.03 -0.15
-0.09 0.00 0.16
-0.06 0.00 0.15
-0.06 0.10 0.06
0.09 0.02 -0.06
-0.01 -0.15 -0.01
-0.11 -0.17 0.03
0.11 0.07 0.01
0.16 -0.05 -0.01
0.15 0.08 -0.15
-0.01 0.27 1.03
1.85 -0.67 -1.54
-0.90 1.02 0.00
-1.47 -1.04 0.95
-1.23 0.00 -0.12
0.06 -0.22 0.18
0.06 0.14 -0.14
-0.15 0.47 -0.40
0.21 -0.18 0.11
0.10 -0.09 -0.16
0.03 -0.29 0.00
0.08 0.09 0.15
-0.01 0.03 0.01
-0.03 0.14 0.00
-0.03 0.08 0.01
-0.15 -0.11 0.12
0.00 -0.15 0.12
-0.05 -0.09 -0.16
0.21 0.02 -0.06
-0.09 0.04 -0.05
0.01 -0.05 0.05
-0.04 0.10 -0.01
0.18 0.02 0.00
-0.05 0.05 0.21
0.02 0.09 -0.10
0.01 -0.08 0.00
-0.07 0.04 0.04

Summary:
Strongest force on any atom = 2.50 eV Å⁻¹
Highest occupied orbital energy = -6.639 eV
HOMO-LUMO gap = 0.1553 Ha

---

C10H27BF3NO5Pt as an isolated structure at a distorted geometry. Source: the OMol25 dataset; level of theory: ωB97M-V with the def2-TZVPD basis set.

Last column: Mulliken charge in e.
Cartesian coordinates (Å):
Pt 0.204472 0.004600 1.181973  2.739
C -1.340761 -0.882077 -2.063223  -0.540
O -2.126322 0.240193 -2.539410  -0.356
O -0.774276 -0.415881 -0.846146  -1.325
C -2.150550 -2.190078 -2.052831  0.742
F -2.447170 -2.517447 -3.304052  -0.254
F -1.721038 -3.291709 -1.376207  -0.270
F -3.384159 -2.033004 -1.448456  -0.295
C -1.574910 1.381031 -3.261493  -0.149
C -2.612230 2.525238 -3.368782  -1.191
H -2.201163 3.343967 -3.959383  0.396
H -3.441511 2.055888 -3.898024  0.284
H -2.841437 2.791472 -2.336951  0.249
H -1.224267 1.060656 -4.242578  0.373
H -0.725977 1.826295 -2.742700  0.138
H -0.495670 -0.980352 -2.744601  0.249
B 1.152734 0.659728 3.327295  0.724
H 1.410165 1.702941 3.425647  -0.249
H 0.092252 0.505510 3.201426  -0.244
H 1.625066 0.242767 2.451344  -0.723
H 1.491113 0.073203 4.167365  -0.185
C -2.554049 0.528209 1.832382  -0.392
C -1.743997 1.838680 2.112644  -0.835
O -0.708668 2.055810 1.230864  -0.529
O -1.710036 -0.624332 2.041524  -0.476
H -3.093387 0.675293 0.896656  0.251
H -3.344129 0.592273 2.580563  0.518
H -1.408490 1.739102 3.144937  0.392
H -2.323085 2.758998 2.188587  0.580
H -0.534023 2.997433 1.297529  0.249
H -2.336916 -1.343739 1.936213  0.246
C 3.254536 -3.030998 0.351997  -1.534
C 2.405523 -1.748038 0.875276  -0.012
C 2.756674 -0.577724 -0.036047  -0.927
O 2.000792 0.708139 0.264319  -0.315
C 2.441959 1.807328 -0.485076  -0.791
N 1.087028 -2.118078 0.884351  -0.513
H 4.321667 -3.053810 0.572968  0.415
H 3.104898 -3.290972 -0.695912  0.411
H 2.977232 -3.892768 0.959079  0.430
H 2.666513 -1.608928 1.924383  0.484
H 2.654268 -0.882319 -1.077603  0.462
H 3.824807 -0.372636 0.035498  0.559
H 2.802886 1.496816 -1.465583  0.326
H 3.299337 2.263573 0.009740  0.223
H 1.557370 2.444209 -0.484101  0.197
H 0.704686 -2.817686 1.504406  0.287
H 0.982243 -2.646772 0.030190  0.183

Force components x, y, z for each atom (eV/Å):
-0.31 -1.56 -1.41
3.07 3.90 2.62
-1.44 -0.29 -0.80
-0.91 -1.62 -1.12
-3.03 0.34 1.23
0.53 -0.59 -0.54
1.37 0.83 -0.86
0.44 0.77 -0.16
0.45 -0.51 0.62
0.48 -2.10 0.02
-0.02 0.02 0.19
-0.46 0.56 0.21
-0.38 0.33 -0.27
-0.08 -0.09 -0.18
0.34 -0.45 0.34
-0.02 -0.68 -0.61
-0.34 0.32 0.57
0.84 3.93 0.10
-4.15 -0.28 0.59
2.78 -1.58 -3.17
1.17 -2.38 2.96
-0.08 2.85 0.67
-1.82 -0.90 2.03
0.24 0.77 -1.01
-2.12 0.92 0.13
0.66 -1.03 -0.64
0.02 -0.47 0.37
0.60 -0.18 0.01
-0.94 -0.32 -0.53
0.80 -0.01 -0.22
0.41 -0.75 -0.33
0.14 0.54 1.16
4.60 -1.78 0.73
-0.10 1.31 0.34
2.33 -3.25 -0.82
0.01 0.14 0.14
-3.83 -0.53 -1.57
0.22 0.81 -0.33
-0.18 0.27 -0.06
-0.68 -0.03 -0.04
0.59 0.60 -0.19
-0.81 0.28 -0.21
0.05 0.18 0.49
-0.51 0.12 -0.31
-0.09 0.29 0.21
0.43 0.40 -0.54
0.82 0.30 1.18
-1.09 0.58 -0.95

Summary:
Strongest force on any atom = 5.61 eV Å⁻¹
Energy above the lowest of the compared OMol25 structures with the same formula, charge and spin = 94.7 kcal per mole
Highest occupied orbital energy (alpha / beta) = -7.602 / -7.699 eV
Spin multiplicity = 3
HOMO-LUMO gap (alpha / beta) = 0.2899 / 0.2912 Ha

---

C10H27ClN2O3Pd as an isolated structure at a distorted geometry. Source: the OMol25 dataset; level of theory: ωB97M-V with the def2-TZVPD basis set.

Last column: Mulliken charge in e.
Cartesian coordinates (Å):
Pd 0.484590 0.478502 0.100074  0.697
Cl 2.001032 2.307466 0.847260  -0.532
C -2.732550 -2.509519 0.704528  -1.072
C -1.821774 -2.288730 -0.616964  -0.646
O -0.937155 -1.221302 -0.445647  -0.575
H -3.018702 -1.635507 1.289589  0.261
H -2.266231 -3.213983 1.393288  0.236
H -3.653530 -2.989733 0.373943  0.404
H -2.445099 -2.177971 -1.504268  0.314
H -1.319817 -3.222175 -0.871548  0.310
C 1.618500 1.590466 -4.178497  -1.599
C 1.088311 1.537565 -2.731601  0.441
C -0.409491 1.652425 -2.578970  -0.904
O -0.841136 1.816425 -1.224493  -0.069
C -1.169761 3.182399 -1.026750  -0.859
N 1.506588 0.302274 -2.063730  -0.378
H 1.323588 2.515259 -4.674354  0.407
H 1.320853 0.734979 -4.784824  0.366
H 2.708406 1.595965 -4.192597  0.425
H 1.542385 2.311313 -2.112543  0.257
H -0.913996 0.756594 -2.940984  0.278
H -0.742073 2.480898 -3.204371  0.458
H -0.444373 3.983858 -1.166720  0.344
H -1.404220 3.205412 0.037490  0.225
H -2.104297 3.464315 -1.511796  0.335
H 2.507629 0.217581 -2.167886  0.262
H 1.195331 -0.409944 -2.708692  0.237
C -0.583293 -0.172211 4.294133  -1.508
C 0.178353 -0.076399 2.992969  0.144
C 0.837907 -1.391196 2.456079  -0.387
O 1.654219 -0.955741 1.344276  -0.130
C 2.406361 -2.072645 0.726423  -0.898
N -0.756554 0.462394 2.011674  -0.145
H -1.464101 -0.790498 4.120957  0.348
H -0.796595 0.830823 4.663620  0.421
H -0.014997 -0.700812 5.059454  0.405
H 0.956215 0.686517 3.024464  0.304
H 0.071948 -2.094481 2.129283  0.159
H 1.464843 -1.868803 3.209034  0.507
H 1.677085 -2.758052 0.294599  0.301
H 2.999098 -2.694331 1.397437  0.367
H 3.114482 -1.797985 -0.055392  0.271
H -1.472136 -0.231624 1.849246  -0.106
H -1.345842 1.160213 2.442808  0.320

Force components x, y, z for each atom (eV/Å):
-0.62 -0.40 -0.44
-0.32 -0.23 -0.28
0.47 -0.82 -1.59
0.18 1.43 1.85
0.08 -0.26 -0.22
0.20 0.38 -0.45
0.25 -0.01 0.05
-0.26 -0.08 0.13
-0.69 0.53 -0.08
0.40 -0.59 0.49
-0.12 0.44 0.36
0.72 0.21 0.33
-0.32 -0.54 -0.82
0.69 1.06 -1.46
-1.13 0.26 2.32
-0.03 -0.33 -0.27
-0.19 -0.05 -0.09
-0.33 -0.03 0.05
0.07 -0.03 0.25
0.02 0.47 -0.24
0.09 -0.23 -0.08
-0.23 0.15 0.16
0.67 -0.62 -0.47
0.02 0.30 0.13
0.03 -0.28 -0.50
0.45 0.25 0.54
-0.57 -0.86 0.40
0.82 -0.98 0.41
0.48 -0.03 0.00
-0.37 1.39 -0.08
1.44 -1.74 -0.04
-1.10 -0.27 0.02
-0.47 -0.44 -0.86
-0.35 0.30 0.15
-0.32 -0.15 -0.02
0.14 0.12 0.17
0.34 -0.19 0.37
-0.08 -0.08 -0.26
0.09 0.15 0.10
-0.18 0.12 -0.22
-0.14 0.53 0.83
-0.42 0.92 0.11
0.03 -0.73 -0.80
0.53 0.94 0.04

Summary:
Strongest force on any atom = 2.59 eV Å⁻¹
Energy above the lowest of the compared OMol25 structures with the same formula, charge and spin = 6.1 kcal per mole
Highest occupied orbital energy (alpha / beta) = -7.143 / -7.067 eV
Spin multiplicity = 3
HOMO-LUMO gap (alpha / beta) = 0.2888 / 0.2650 Ha

---

C10H27FN2O3Pd as an isolated structure at a distorted geometry. Source: the OMol25 dataset; level of theory: ωB97M-V with the def2-TZVPD basis set.

Last column: Mulliken charge in e.
Cartesian coordinates (Å):
Pd -0.528710 -0.022236 0.267458  0.883
F -2.117903 -1.038072 1.355573  -0.764
C 3.454549 0.508924 -1.257473  -1.077
C 2.147339 0.987872 -1.765661  -0.484
O 1.097059 0.952243 -0.865054  -0.712
H 3.471931 -0.570707 -1.108502  0.151
H 3.699654 1.052059 -0.344766  0.241
H 4.216810 0.834627 -1.965268  0.439
H 2.012395 0.302470 -2.602395  0.254
H 2.289328 1.979779 -2.194694  0.340
C 2.495700 0.440502 3.427319  -1.633
C 1.740372 0.062366 2.169342  1.281
C 1.609441 -1.450635 1.993281  -0.989
O 0.905727 -1.744595 0.770253  0.177
C 1.040678 -3.097407 0.400405  -0.881
N 0.374004 0.601273 2.264685  -0.440
H 2.499686 1.492598 3.712235  0.458
H 3.576973 0.334425 3.339533  0.396
H 2.077846 -0.059257 4.301245  0.371
H 2.196067 0.379720 1.231398  -0.480
H 0.908776 -1.735935 2.777985  0.403
H 2.559166 -1.980236 2.068454  0.395
H 0.664348 -3.703109 1.224793  0.356
H 2.052721 -3.430946 0.171036  0.291
H 0.359950 -3.346088 -0.413762  0.109
H -0.219280 0.035595 2.854694  0.306
H 0.439496 1.415098 2.859240  0.269
C -3.617719 2.353149 -1.690751  -1.583
C -2.908521 1.207354 -0.980208  0.504
C -2.094508 0.425431 -2.060735  -0.998
O -1.467134 -0.775227 -1.631781  -0.086
C -2.302013 -1.982633 -1.723886  -0.840
N -1.987654 1.833278 -0.029743  -0.386
H -4.161502 2.915939 -0.932027  0.436
H -4.382916 2.002529 -2.383310  0.422
H -2.979735 3.070715 -2.206678  0.356
H -3.538909 0.497081 -0.445215  0.360
H -1.247026 1.023254 -2.396127  0.240
H -2.730798 0.181575 -2.911478  0.509
H -3.169719 -2.012338 -1.064860  0.276
H -1.720777 -2.899403 -1.624948  0.212
H -2.626814 -1.937282 -2.763381  0.397
H -2.549839 2.290275 0.673962  0.260
H -1.538535 2.605977 -0.500190  0.259

Force components x, y, z for each atom (eV/Å):
-0.01 0.43 0.30
0.53 0.41 -0.34
1.09 0.62 0.77
-1.33 -0.93 -0.11
-0.24 0.59 0.45
0.11 0.02 0.13
0.11 -0.22 0.41
0.27 -0.42 -0.20
-0.68 -0.05 -0.82
-0.11 0.46 -0.06
0.92 0.23 0.21
0.06 -0.53 -0.16
-1.13 0.42 0.31
1.36 0.24 -0.10
-1.04 -0.74 0.47
-0.02 0.16 0.04
-0.78 0.38 -0.53
0.05 -0.90 0.05
0.27 -0.39 0.03
-0.04 0.73 0.13
0.27 -0.72 0.47
0.00 0.02 -0.16
0.13 -0.26 0.26
0.18 0.44 -0.11
0.23 0.48 -0.23
-0.23 -0.87 -0.03
-0.12 0.87 -0.67
-1.50 -0.33 0.24
1.05 0.16 -1.61
-0.15 0.05 0.21
-0.48 -1.32 0.76
0.15 1.07 -0.98
0.40 -0.74 0.22
-0.08 0.18 0.04
0.05 -0.02 -0.20
0.37 -0.33 -0.01
-0.22 0.24 0.02
-0.08 0.31 -0.04
-0.19 0.15 -0.09
0.29 0.32 0.28
0.33 0.45 0.35
-0.37 -0.36 -0.08
0.04 -0.28 0.58
0.59 -0.03 -0.21

Summary:
Strongest force on any atom = 1.93 eV Å⁻¹
Energy above the lowest of the compared OMol25 structures with the same formula, charge and spin = 0.0 kcal per mole
Highest occupied orbital energy (alpha / beta) = -7.124 / -7.065 eV
Spin multiplicity = 3
HOMO-LUMO gap (alpha / beta) = 0.2899 / 0.2756 Ha

---

Which of these has the highest strongest force on any atom?
C10H27BF3NO5Pt

---

The highest strongest force on any atom belongs to which entry?
C10H27BF3NO5Pt

---

Among the records above, which one has the highest strongest force on any atom?
C10H27BF3NO5Pt